Molecular formula: C4H2
Method: DFT, ωB97M-V/def2-TZVPD

Largest force on an atom ... 1.96 eV/Å
Relative energy (zero: lowest compared OMol25 entry of this formula, charge and spin) ... 402.7 kJ/mol
Gap between HOMO and LUMO (alpha / beta) ... 0.330 / 0.330 Ha

The geometry in XYZ format:
```
6
C4H2, DFT ωB97M-V/def2-TZVPD
C -0.267 0.005 -0.079
C -0.309 -1.235 0.083
C -0.082 1.325 -0.211
C 0.269 2.533 -0.256
H -0.455 -2.297 0.225
H 0.845 -0.330 0.238
```

Table of Löwdin atomic charges, one value per atom, all in e: number 1, C, carries -0.26; number 2, C, carries 0.21; number 3, C, carries -0.29; number 4, C, carries 0.03; number 5, H, carries 0.09; number 6, H, carries 0.22

Molecular formula: C33H31N3O2SW
Method: DFT, ωB97M-V/def2-TZVPD

Total charge ... +2
Spin multiplicity ... 3
Largest force on an atom ... 2.17 eV/Å
Gap between HOMO and LUMO (alpha / beta) ... 0.240 / 0.195 Ha

The geometry in XYZ format:
```
71
C33H31N3O2SW, DFT ωB97M-V/def2-TZVPD
W 0.491 -0.289 0.403
C 3.029 -2.609 1.613
C 1.871 -1.659 1.752
C 0.542 -2.165 1.891
C -0.552 -1.354 2.283
C -1.893 -1.974 2.519
C -0.284 -0.003 2.634
C 1.042 0.502 2.658
C 1.360 1.816 3.288
C 2.089 -0.280 2.103
H 3.618 -2.584 2.532
H 3.696 -2.338 0.795
H 2.684 -3.632 1.470
H 0.379 -3.240 1.797
H -1.907 -2.410 3.520
H -2.100 -2.777 1.814
H -2.695 -1.243 2.470
H -1.075 0.584 3.090
H 2.006 2.418 2.649
H 1.899 1.637 4.222
H 0.459 2.381 3.513
H 3.116 0.069 2.198
C -5.226 5.714 1.214
C -4.153 4.773 0.787
C -3.106 5.241 -0.011
C -2.103 4.394 -0.438
C -2.148 3.064 -0.049
C -3.171 2.568 0.740
C -4.175 3.426 1.153
S -0.846 1.989 -0.573
O 0.199 1.916 0.502
O -0.355 2.335 -1.860
N -1.220 0.381 -0.497
C -1.845 -0.381 -1.464
C -2.981 -0.076 -2.201
C -3.527 -1.046 -3.048
C -2.965 -2.295 -3.178
C -1.784 -2.626 -2.485
C -1.109 -3.861 -2.593
C 0.067 -4.034 -1.899
C 0.566 -3.013 -1.095
N -0.056 -1.836 -0.926
C -1.218 -1.644 -1.630
H -4.796 6.629 1.617
H -5.879 5.267 1.958
H -5.827 6.000 0.351
H -3.083 6.283 -0.292
H -1.294 4.735 -1.062
H -3.174 1.519 1.004
H -4.983 3.052 1.767
H -3.446 0.894 -2.107
H -4.415 -0.799 -3.611
H -3.410 -3.032 -3.827
H -1.505 -4.656 -3.205
H 0.616 -4.958 -1.961
H 1.515 -3.143 -0.587
C 1.840 0.408 -1.197
C 3.093 -0.369 -1.245
C 3.209 -1.498 -2.072
C 4.401 -2.178 -2.196
C 5.527 -1.747 -1.489
C 5.443 -0.606 -0.684
C 4.245 0.066 -0.569
C 6.753 -2.444 -1.619
N 7.746 -3.000 -1.743
H 1.340 0.359 -2.179
H 2.079 1.464 -1.003
H 2.359 -1.803 -2.667
H 4.482 -3.017 -2.870
H 6.331 -0.243 -0.188
H 4.209 0.974 0.015
```

Table of Löwdin atomic charges, one value per atom, all in e: number 1, W, carries 1.67; number 2, C, carries 0.01; number 3, C, carries -0.31; number 4, C, carries -0.06; number 5, C, carries -0.31; number 6, C, carries 0.01; number 7, C, carries -0.06; number 8, C, carries -0.29; number 9, C, carries 0.01; number 10, C, carries -0.07; number 11, H, carries 0.12; number 12, H, carries 0.08; number 13, H, carries 0.10; number 14, H, carries 0.15; number 15, H, carries 0.12; number 16, H, carries 0.10; number 17, H, carries 0.09; number 18, H, carries 0.15; number 19, H, carries 0.11; number 20, H, carries 0.12; number 21, H, carries 0.10; number 22, H, carries 0.15; number 23, C, carries -0.02; number 24, C, carries -0.24; number 25, C, carries 0.00; number 26, C, carries -0.03; number 27, C, carries -0.30; number 28, C, carries -0.06; number 29, C, carries -0.01; number 30, S, carries 0.72; number 31, O, carries -0.39; number 32, O, carries -0.22; number 33, N, carries -0.24; number 34, C, carries -0.25; number 35, C, carries 0.03; number 36, C, carries -0.02; number 37, C, carries 0.01; number 38, C, carries -0.13; number 39, C, carries 0.06; number 40, C, carries 0.00; number 41, C, carries -0.09; number 42, N, carries -0.03; number 43, C, carries -0.13; number 44, H, carries 0.10; number 45, H, carries 0.09; number 46, H, carries 0.10; number 47, H, carries 0.13; number 48, H, carries 0.13; number 49, H, carries 0.11; number 50, H, carries 0.12; number 51, H, carries 0.13; number 52, H, carries 0.13; number 53, H, carries 0.13; number 54, H, carries 0.14; number 55, H, carries 0.13; number 56, H, carries 0.11; number 57, C, carries -0.20; number 58, C, carries -0.31; number 59, C, carries -0.05; number 60, C, carries -0.01; number 61, C, carries -0.22; number 62, C, carries -0.01; number 63, C, carries -0.05; number 64, C, carries -0.18; number 65, N, carries 0.20; number 66, H, carries 0.09; number 67, H, carries 0.08; number 68, H, carries 0.11; number 69, H, carries 0.13; number 70, H, carries 0.13; number 71, H, carries 0.12

Molecular formula: C3H11NS2
Method: DFT, ωB97M-V/def2-TZVPD

Largest force on an atom ... 1.17 eV/Å
Relative energy (zero: lowest compared OMol25 entry of this formula, charge and spin) ... 84.2 kJ/mol
SMILES ... CNC.CSS
Gap between HOMO and LUMO ... 0.320 Ha

The geometry in XYZ format:
```
17
C3H11NS2, DFT ωB97M-V/def2-TZVPD
C 1.118 -1.749 2.282
N 1.200 -1.877 0.839
C 1.319 -3.265 0.410
H 2.088 -2.003 2.708
H 0.392 -2.443 2.733
H 0.836 -0.748 2.536
H 0.412 -1.461 0.363
H 0.389 -3.847 0.387
H 1.765 -3.323 -0.585
H 2.039 -3.775 1.052
C -1.865 1.815 0.532
S -0.653 0.704 -0.301
S -0.252 2.010 -1.891
H -1.525 1.946 1.558
H -1.883 2.778 0.036
H -2.805 1.271 0.557
H 1.005 1.628 -2.157
```

Table of natural (NBO) atomic charges, one value per atom, all in e: number 1, C, carries -0.41; number 2, N, carries -0.63; number 3, C, carries -0.42; number 4, H, carries 0.19; number 5, H, carries 0.16; number 6, H, carries 0.20; number 7, H, carries 0.36; number 8, H, carries 0.17; number 9, H, carries 0.19; number 10, H, carries 0.19; number 11, C, carries -0.72; number 12, S, carries 0.05; number 13, S, carries -0.15; number 14, H, carries 0.22; number 15, H, carries 0.24; number 16, H, carries 0.22; number 17, H, carries 0.14

Molecular formula: O4PTl
Method: DFT, ωB97M-V/def2-TZVPD

Largest force on an atom ... 2.47 eV/Å
Relative energy (zero: lowest compared OMol25 entry of this formula, charge and spin) ... 149.2 kJ/mol
Gap between HOMO and LUMO ... 0.226 Ha

The geometry in XYZ format:
```
6
O4PTl, DFT ωB97M-V/def2-TZVPD
Tl -16.511 -18.913 19.242
P -17.256 -16.179 22.480
O -18.302 -16.343 21.380
O -15.911 -15.888 21.812
O -16.683 -17.568 22.860
O -17.112 -15.363 23.766
```

Table of natural (NBO) atomic charges, one value per atom, all in e: number 1, Tl, carries 0.99; number 2, P, carries 2.38; number 3, O, carries -1.13; number 4, O, carries -0.65; number 5, O, carries -0.68; number 6, O, carries -0.90

Molecular formula: C5H35N2O10S
Method: DFT, ωB97M-V/def2-TZVPD

Spin multiplicity ... 2
Largest force on an atom ... 2.05 eV/Å
Gap between HOMO and LUMO (alpha / beta) ... 0.104 / 0.332 Ha

The geometry in XYZ format:
```
53
C5H35N2O10S, DFT ωB97M-V/def2-TZVPD
C -0.386 -1.136 -2.743
N -1.722 -1.037 -2.264
C -2.446 0.239 -2.574
C -2.502 0.937 -1.236
S -2.732 2.728 -1.246
C -3.760 -0.062 -3.242
C 0.461 -2.199 -2.034
N 0.615 -1.786 -0.608
H -0.187 -1.296 -3.816
H 0.127 -0.192 -2.539
H -2.279 -1.776 -2.602
H -1.728 0.790 -3.189
H -3.268 0.569 -0.560
H -1.587 0.771 -0.682
H -3.639 2.825 -2.232
H -4.369 0.737 -3.655
H -4.437 -0.483 -2.498
H -3.619 -0.869 -3.963
H 1.404 -2.097 -2.542
H 0.002 -3.174 -1.988
H 1.271 -2.396 -0.084
H -0.228 -1.634 -0.055
H 1.013 -0.831 -0.536
H -3.413 -1.933 -0.070
H -2.281 -1.506 0.824
O -2.714 -2.299 0.481
H 0.773 2.767 1.806
H 2.148 3.570 1.838
O 1.560 3.019 1.300
H -3.286 1.213 2.312
H -2.083 0.403 2.961
O -2.560 0.605 2.151
H 1.452 1.373 -1.253
H 1.480 1.782 0.219
O 1.113 1.112 -0.384
H 3.402 1.135 1.277
H 3.832 0.900 2.697
O 3.731 0.432 1.852
H 2.517 -1.347 2.524
H 1.769 -2.214 3.491
O 1.929 -2.131 2.540
H 3.993 3.081 -1.183
H 2.698 3.617 -1.337
O 3.252 2.952 -1.783
H 1.786 1.693 3.386
H 2.860 2.523 3.887
O 2.572 1.598 3.944
H 1.634 -4.515 0.420
H 2.519 -3.436 1.248
O 2.286 -3.815 0.389
H 0.775 -0.097 3.213
H 0.144 0.390 4.550
O 0.112 0.500 3.593
```

Table of natural (NBO) atomic charges, one value per atom, all in e: number 1, C, carries -0.23; number 2, N, carries -0.64; number 3, C, carries -0.07; number 4, C, carries -0.53; number 5, S, carries -0.03; number 6, C, carries -0.63; number 7, C, carries -0.22; number 8, N, carries -0.74; number 9, H, carries 0.18; number 10, H, carries 0.20; number 11, H, carries 0.36; number 12, H, carries 0.19; number 13, H, carries 0.21; number 14, H, carries 0.25; number 15, H, carries 0.11; number 16, H, carries 0.24; number 17, H, carries 0.21; number 18, H, carries 0.21; number 19, H, carries 0.23; number 20, H, carries 0.21; number 21, H, carries 0.46; number 22, H, carries 0.44; number 23, H, carries 0.46; number 24, H, carries 0.47; number 25, H, carries 0.48; number 26, O, carries -0.95; number 27, H, carries 0.46; number 28, H, carries 0.34; number 29, O, carries -1.20; number 30, H, carries 0.48; number 31, H, carries 0.50; number 32, O, carries -0.99; number 33, H, carries 0.48; number 34, H, carries 0.51; number 35, O, carries -1.03; number 36, H, carries 0.46; number 37, H, carries 0.49; number 38, O, carries -1.03; number 39, H, carries 0.51; number 40, H, carries 0.48; number 41, O, carries -1.02; number 42, H, carries 0.46; number 43, H, carries 0.47; number 44, O, carries -0.97; number 45, H, carries 0.46; number 46, H, carries 0.40; number 47, O, carries -1.08; number 48, H, carries 0.48; number 49, H, carries 0.52; number 50, O, carries -0.98; number 51, H, carries 0.47; number 52, H, carries 0.47; number 53, O, carries -1.02

Molecular formula: C16H34Br3Cl9O8P2
Method: DFT, ωB97M-V/def2-TZVPD

Largest force on an atom ... 4.27 eV/Å
Relative energy (zero: lowest compared OMol25 entry of this formula, charge and spin) ... 90.2 kJ/mol
Gap between HOMO and LUMO ... 0.369 Ha

The geometry in XYZ format:
```
72
C16H34Br3Cl9O8P2, DFT ωB97M-V/def2-TZVPD
C -2.010 -0.954 2.620
Br -1.675 -2.783 3.271
Br -3.900 -0.567 2.334
Br -0.917 -0.708 0.976
H -1.640 -0.191 3.304
C 3.452 2.483 0.039
C 4.267 1.497 -0.892
O 5.561 2.105 -1.102
P 6.890 1.534 -0.323
O 8.075 2.452 -0.497
O 6.450 1.312 1.198
C 7.353 1.324 2.269
C 6.571 0.691 3.515
O 7.147 -0.008 -0.857
C 8.237 -0.295 -1.687
C 8.055 0.379 -3.035
H 3.940 2.663 0.997
H 3.407 3.406 -0.538
H 2.413 2.171 0.147
H 4.277 0.466 -0.538
H 3.829 1.538 -1.889
H 8.252 0.729 2.107
H 7.578 2.377 2.439
H 7.209 0.411 4.354
H 5.894 1.436 3.934
H 5.949 -0.106 3.108
H 9.190 -0.232 -1.162
H 8.142 -1.379 -1.756
H 8.409 1.403 -2.914
H 8.590 -0.213 -3.778
H 7.014 0.513 -3.329
C -5.012 3.020 -2.141
C -5.890 1.846 -2.658
O -5.061 0.807 -2.946
P -5.528 -0.327 -4.093
O -6.912 -0.273 -4.623
O -5.238 -1.749 -3.336
C -4.030 -1.856 -2.613
C -3.398 -3.167 -3.134
O -4.307 -0.222 -5.167
C -4.337 0.889 -6.058
C -3.257 0.562 -7.086
H -5.673 3.849 -1.889
H -4.498 2.635 -1.261
H -4.336 3.310 -2.946
H -6.694 1.514 -2.001
H -6.414 2.245 -3.527
H -3.363 -0.998 -2.699
H -4.409 -1.868 -1.591
H -3.883 -4.083 -2.798
H -3.504 -3.288 -4.212
H -2.351 -3.307 -2.864
H -5.273 1.157 -6.547
H -3.942 1.694 -5.439
H -2.301 0.439 -6.578
H -3.474 -0.278 -7.747
H -3.109 1.400 -7.767
C -5.571 -6.199 3.465
Cl -5.303 -7.832 4.135
Cl -7.260 -5.624 3.452
Cl -4.947 -6.115 1.855
H -4.978 -5.490 4.042
C -4.693 1.326 7.340
Cl -4.228 -0.248 7.933
Cl -6.122 1.085 6.254
Cl -3.339 2.114 6.488
H -4.955 1.964 8.184
C 2.341 -0.377 7.660
Cl 3.609 -1.566 7.507
Cl 1.309 -0.889 9.015
Cl 1.428 -0.072 6.123
H 2.893 0.515 7.956
```

Table of Löwdin atomic charges, one value per atom, all in e: number 1, C, carries -1.54; number 2, Br, carries 0.52; number 3, Br, carries 0.55; number 4, Br, carries 0.49; number 5, H, carries -0.03; number 6, C, carries -0.05; number 7, C, carries -0.24; number 8, O, carries -0.20; number 9, P, carries 0.52; number 10, O, carries -0.25; number 11, O, carries -0.21; number 12, C, carries -0.25; number 13, C, carries -0.05; number 14, O, carries -0.20; number 15, C, carries -0.30; number 16, C, carries -0.07; number 17, H, carries 0.07; number 18, H, carries 0.07; number 19, H, carries 0.06; number 20, H, carries 0.11; number 21, H, carries 0.11; number 22, H, carries 0.12; number 23, H, carries 0.12; number 24, H, carries 0.07; number 25, H, carries 0.06; number 26, H, carries 0.07; number 27, H, carries 0.12; number 28, H, carries 0.11; number 29, H, carries 0.07; number 30, H, carries 0.08; number 31, H, carries 0.08; number 32, C, carries -0.05; number 33, C, carries -0.35; number 34, O, carries -0.20; number 35, P, carries 0.55; number 36, O, carries -0.23; number 37, O, carries -0.19; number 38, C, carries -0.28; number 39, C, carries -0.06; number 40, O, carries -0.20; number 41, C, carries -0.27; number 42, C, carries -0.08; number 43, H, carries 0.07; number 44, H, carries 0.07; number 45, H, carries 0.07; number 46, H, carries 0.12; number 47, H, carries 0.11; number 48, H, carries 0.11; number 49, H, carries 0.12; number 50, H, carries 0.07; number 51, H, carries 0.08; number 52, H, carries 0.07; number 53, H, carries 0.12; number 54, H, carries 0.11; number 55, H, carries 0.08; number 56, H, carries 0.08; number 57, H, carries 0.07; number 58, C, carries -1.56; number 59, Cl, carries 0.51; number 60, Cl, carries 0.51; number 61, Cl, carries 0.53; number 62, H, carries 0.01; number 63, C, carries -1.52; number 64, Cl, carries 0.53; number 65, Cl, carries 0.48; number 66, Cl, carries 0.50; number 67, H, carries 0.02; number 68, C, carries -1.53; number 69, Cl, carries 0.53; number 70, Cl, carries 0.51; number 71, Cl, carries 0.48; number 72, H, carries 0.01

Which of these has the lowest largest force on an atom?
C3H11NS2

The lowest largest force on an atom belongs to which entry?
C3H11NS2